Here is one molecule with the formula C15H22N2O5S from OMol25. Energies are from wB97M-V/def2-TZVPD.

Values from the calculation:
E_tot, Eh: -1468.71822
Net charge: 0
ΔE to the lowest compared entry with this formula, charge and spin, kcal/mol: 0.0
Gap between HOMO and LUMO, eV: 9.29
SMILES: CCC[C@@H](C)NC(=O)COC(=O)c1cccc(NS(C)(=O)=O)c1

```
45
Properties=species:S:1:pos:R:3:nbo_charge:R:1
C 3.008 4.534 4.125 -0.62
C 2.871 3.017 4.094 -0.39
C 3.688 2.362 2.979 -0.40
C 3.261 2.788 1.569 -0.06
C 4.086 2.070 0.503 -0.61
N 1.855 2.514 1.359 -0.61
C 0.932 3.469 1.176 0.66
O 1.164 4.658 1.168 -0.63
C -0.496 2.950 0.965 -0.18
O -0.614 1.542 1.098 -0.52
C -0.667 0.815 -0.034 0.78
O -0.630 1.296 -1.138 -0.58
C -0.751 -0.640 0.242 -0.16
C -0.494 -1.170 1.504 -0.20
C -0.559 -2.540 1.684 -0.19
C -0.873 -3.376 0.629 -0.23
C -1.131 -2.851 -0.639 0.15
N -1.402 -3.693 -1.705 -0.86
S -2.261 -3.257 -3.086 2.31
C -0.952 -2.676 -4.180 -0.86
O -2.771 -4.493 -3.593 -0.94
O -3.168 -2.192 -2.800 -0.92
C -1.066 -1.475 -0.824 -0.16
H 4.056 4.823 4.156 0.20
H 2.545 4.984 3.251 0.23
H 2.517 4.935 5.009 0.21
H 1.817 2.754 3.977 0.20
H 3.209 2.605 5.048 0.20
H 4.741 2.616 3.107 0.21
H 3.595 1.275 3.060 0.19
H 3.375 3.869 1.455 0.23
H 5.138 2.316 0.614 0.21
H 3.761 2.372 -0.490 0.22
H 3.971 0.991 0.594 0.20
H 1.565 1.548 1.388 0.40
H -0.824 3.260 -0.033 0.24
H -1.147 3.405 1.715 0.22
H -0.254 -0.517 2.327 0.23
H -0.366 -2.964 2.658 0.22
H -0.923 -4.444 0.780 0.21
H -1.509 -4.670 -1.486 0.42
H -1.416 -2.376 -5.111 0.25
H -0.449 -1.837 -3.719 0.24
H -0.274 -3.504 -4.341 0.25
H -1.296 -1.031 -1.777 0.23
```